Below is a molecular structure, C40H58IrN7O4PSSeSi, with properties calculated with wB97M-V/def2-TZVPD.

Calculated values
F_max = 0.675 eV/Å
Charge = +1
HOMO = -0.347 Ha
Gap between HOMO and LUMO = 0.2561 Ha
E = -5778.2432 Eh
ΔE to the lowest compared entry with this formula, charge and spin = 0.0000 eV

Positions of all 114 atoms, in Å:
Ir 0.855 0.392 0.314
C 3.256 4.212 3.379
N 3.182 3.040 2.513
C 4.248 2.271 2.139
C 3.757 1.271 1.355
N 2.402 1.421 1.246
C 2.068 2.503 1.964
P 0.409 3.225 2.225
C -0.070 3.219 0.475
N 0.237 2.226 -0.352
C -0.133 2.607 -1.608
C -0.657 3.864 -1.536
N -0.615 4.241 -0.222
C -1.082 5.510 0.318
C -0.435 1.698 2.730
N -0.143 0.525 2.190
C -0.924 -0.413 2.799
C -1.679 0.211 3.748
N -1.364 1.543 3.696
C -1.941 2.587 4.532
H 4.304 4.453 3.530
H 2.795 4.006 4.342
H 2.762 5.060 2.911
H 5.254 2.499 2.448
H 4.295 0.498 0.836
H 0.025 1.976 -2.465
H -1.060 4.507 -2.298
H -1.519 6.084 -0.493
H -0.254 6.073 0.746
H -1.843 5.341 1.077
H -0.911 -1.448 2.504
H -2.422 -0.168 4.429
H -2.802 2.174 5.050
H -2.276 3.417 3.914
H -1.218 2.940 5.264
S 2.893 -3.163 2.342
C 2.395 -1.590 1.929
N 1.514 -1.482 0.978
C 1.216 -2.744 0.446
C 0.431 -3.007 -0.671
C 0.266 -4.315 -1.065
C 0.882 -5.368 -0.376
C 1.700 -5.119 0.705
C 1.867 -3.793 1.098
H 2.733 -0.747 2.508
H 0.001 -2.198 -1.237
H -0.344 -4.524 -1.933
H 0.735 -6.386 -0.709
H 2.211 -5.921 1.220
C 8.042 0.990 -0.962
C 6.568 0.769 -1.166
C 5.715 1.816 -1.475
C 4.349 1.622 -1.676
C 3.519 2.839 -1.990
C 3.816 0.329 -1.572
Se 1.939 0.018 -1.883
C 4.673 -0.753 -1.306
C 4.195 -2.180 -1.310
C 6.024 -0.509 -1.087
H 8.281 2.052 -0.919
H 8.614 0.552 -1.781
H 8.389 0.523 -0.039
H 6.117 2.821 -1.553
H 3.601 3.092 -3.050
H 3.877 3.699 -1.420
H 2.467 2.679 -1.775
H 3.233 -2.296 -0.819
H 4.928 -2.834 -0.836
H 4.050 -2.523 -2.337
H 6.677 -1.349 -0.871
C -5.692 0.873 -0.170
C -4.174 0.932 -0.110
C -3.686 1.041 1.330
C -3.647 2.115 -0.913
O -3.695 -0.267 -0.709
Si -2.267 -1.087 -0.645
O -1.025 -0.148 -0.326
O -2.323 -2.196 0.575
C -3.256 -3.226 0.916
C -2.486 -4.196 1.805
C -3.780 -3.947 -0.321
C -4.415 -2.608 1.689
O -2.221 -1.962 -2.027
C -2.244 -1.623 -3.421
C -1.060 -0.727 -3.748
C -3.554 -0.928 -3.768
C -2.136 -2.947 -4.163
H -6.132 1.766 0.278
H -6.062 -0.001 0.365
H -6.022 0.805 -1.207
H -3.990 2.000 1.760
H -2.598 0.971 1.337
H -4.095 0.237 1.945
H -3.998 3.063 -0.496
H -3.978 2.050 -1.950
H -2.558 2.090 -0.895
H -1.641 -4.619 1.259
H -3.128 -5.012 2.142
H -2.105 -3.676 2.687
H -2.956 -4.271 -0.954
H -4.420 -3.291 -0.913
H -4.361 -4.821 -0.020
H -4.054 -2.136 2.606
H -5.144 -3.374 1.961
H -4.915 -1.857 1.077
H -1.078 0.160 -3.110
H -1.094 -0.407 -4.791
H -0.115 -1.244 -3.575
H -3.635 0.028 -3.250
H -4.403 -1.546 -3.471
H -3.608 -0.748 -4.843
H -1.191 -3.437 -3.924
H -2.177 -2.790 -5.242
H -2.956 -3.606 -3.875

Results of the Mulliken charge analysis, in e, for atoms 1 through 2: Ir 0.91; C -0.86